# 1
Formula: C3H6N2S3
Source: OMol25
Level of theory: wB97M-V/def2-TZVPD

Geometry as ORCA input:
```
! RIJCOSX wB97M-V def2-TZVPD def2/J DEFGRID3
* xyz 0 3
C -2.01962 0.55015 -0.73738
C -1.17451 -0.47652 -0.74704
C 2.13238 0.29206 -0.19650
N -0.79533 -1.17492 0.33760
N 1.94008 -0.66404 0.71159
S -2.55462 1.31713 0.79984
S 0.69897 -1.97285 0.41949
S 3.15671 1.55463 -0.01961
H -2.23334 1.04254 -1.71411
H -0.77159 -0.84196 -1.74099
H 1.68797 0.33025 -1.18279
H -1.15553 -0.96602 1.22539
H 2.29673 -0.67651 1.63979
H -1.20830 1.68606 1.20472
*
```

HOMO (spin up / spin down) in eV: -5.8 / -8.7
Energy above the lowest of the compared OMol25 structures with the same formula, charge and spin in eV: 0.000
E in eV: -38689.5015
Frontier orbital gap (spin up / spin down) in eV: 6.41 / 6.21

These are the Mulliken partial charges, in e, on atoms 1 to 2: C -0.40; C -0.05

# 2
Formula: C3H6N3OP2
Source: OMol25
Level of theory: wB97M-V/def2-TZVPD

Geometry as ORCA input:
```
! RIJCOSX wB97M-V def2-TZVPD def2/J DEFGRID3
* xyz 1 1
C 2.04656 -0.76750 0.10274
C -0.16217 -0.78419 0.07764
C 1.54890 0.65944 0.23182
N -2.38345 -1.61513 -0.13408
N 0.14190 0.48596 0.10315
N 0.88413 -1.54419 -0.00542
O 3.14598 -1.25265 0.33043
P -3.24862 -0.40684 0.23944
P -1.10465 1.89067 0.00812
H 1.77743 1.05544 1.18789
H 1.93161 1.34811 -0.61281
H 1.05583 -2.57166 -0.30616
H -4.49406 -1.27220 -0.02789
H -1.10803 1.95116 -1.29568
H -0.03138 2.82359 0.10082
*
```

HOMO (spin up / spin down) in eV: -13.8 / -13.6
Energy above the lowest of the compared OMol25 structures with the same formula, charge and spin in eV: 4.643
E in eV: -28291.0623
Frontier orbital gap (spin up / spin down) in eV: 8.12 / 7.43

These are the Mulliken partial charges, in e, on atoms 1 to 2: C 0.20; C 0.13

# 3
Formula: C3H6N3P
Source: OMol25
Level of theory: wB97M-V/def2-TZVPD

Geometry as ORCA input:
```
! RIJCOSX wB97M-V def2-TZVPD def2/J DEFGRID3
* xyz 0 1
C -0.30251 -0.03028 -1.12676
C -1.62937 -0.35749 -1.05463
C -0.11569 0.74032 0.13755
N -2.22982 0.13195 0.04562
N -1.36541 0.80420 0.71555
N 2.43280 0.93618 0.67220
P 0.95717 1.01806 1.41605
H 0.31627 -0.24746 -2.00950
H -2.15800 -0.83797 -1.83143
H -0.90217 -1.55337 1.37285
H 3.28695 1.07423 1.08444
H 2.60329 0.47110 -0.28253
H -0.89352 -2.14946 0.86057
*
```

HOMO in eV: -9.2
Energy above the lowest of the compared OMol25 structures with the same formula, charge and spin in eV: 3.220
E in eV: -16964.1381
Frontier orbital gap in eV: 8.08

These are the Mulliken partial charges, in e, on atoms 1 to 2: C 0.14; C -0.66

# 4
Formula: C3H6N3S
Source: OMol25
Level of theory: wB97M-V/def2-TZVPD

Geometry as ORCA input:
```
! RIJCOSX wB97M-V def2-TZVPD def2/J DEFGRID3
* xyz 1 1
C -1.84688 0.54761 0.68535
N -0.63356 -0.02712 0.28412
C 0.53666 0.20250 0.77908
N 1.68907 -0.07878 0.29639
N 2.06261 -0.61584 -0.97651
C 1.13149 -0.91141 -1.83652
S -0.61265 -0.93369 -1.29812
H -2.60587 0.84036 -0.15997
H -2.56031 -0.11424 1.27503
H -1.62366 1.42976 1.26544
H 0.65856 0.68847 1.81570
H 2.55241 0.25777 0.77840
H 1.25213 -1.28541 -2.90839
*
```

HOMO in eV: -13.5
Energy above the lowest of the compared OMol25 structures with the same formula, charge and spin in eV: 2.555
SMILES: C[N+]1=CNN=CS1
E in eV: -18504.2067
Frontier orbital gap in eV: 8.80

These are the Mulliken partial charges, in e, on atoms 1 to 2: C -0.82; N -0.07

# 5
Formula: C3H6N4
Source: OMol25
Level of theory: wB97M-V/def2-TZVPD

Geometry as ORCA input:
```
! RIJCOSX wB97M-V def2-TZVPD def2/J DEFGRID3
* xyz 0 1
C 0.48568 0.28071 0.25086
C 1.01967 -0.87481 1.03399
C -1.42097 -0.59332 -0.90645
N 0.73200 2.35458 -0.14689
N 1.25190 1.45747 0.46702
N 0.01675 2.90799 -0.80339
N -0.49670 0.42723 -0.52714
H 2.10515 -0.81963 1.06366
H 0.65104 -0.81052 2.05699
H 0.70445 -1.82033 0.60111
H -1.28496 -1.55646 -0.40466
H -2.42504 -0.22033 -0.69853
H -1.33898 -0.73258 -1.98657
*
```

HOMO in eV: -9.4
Energy above the lowest of the compared OMol25 structures with the same formula, charge and spin in eV: 2.660
E in eV: -9166.1957
Frontier orbital gap in eV: 10.38

These are the Mulliken partial charges, in e, on atoms 1 to 2: C 0.86; C -0.98

# 6
Formula: C3H6N4
Source: OMol25
Level of theory: wB97M-V/def2-TZVPD

Geometry as ORCA input:
```
! RIJCOSX wB97M-V def2-TZVPD def2/J DEFGRID3
* xyz 0 1
C 0.75631 -0.61336 -0.01906
C -1.74008 -1.06745 0.06297
C 1.91016 0.42303 0.01267
N -2.73014 -0.28414 0.01610
N -2.35525 0.93754 0.05123
N -0.97496 1.00734 -0.12837
N -0.49595 -0.30403 0.04183
H 1.08381 -1.63932 -0.26684
H -1.62671 -2.05571 -0.16386
H 1.45673 1.24521 0.63950
H 2.19597 0.85951 -0.95058
H 2.84642 -0.10564 0.35859
H -0.32632 1.59704 0.34582
*
```

HOMO (spin up / spin down) in eV: -7.1 / -7.1
Energy above the lowest of the compared OMol25 structures with the same formula, charge and spin in eV: 4.969
E in eV: -9163.8868
Frontier orbital gap (spin up / spin down) in eV: 7.76 / 7.76

These are the Mulliken partial charges, in e, on atoms 1 to 2: C 0.13; C -0.25

# 7
Formula: C3H6N4
Source: OMol25
Level of theory: wB97M-V/def2-TZVPD

Geometry as ORCA input:
```
! RIJCOSX wB97M-V def2-TZVPD def2/J DEFGRID3
* xyz 2 1
N -1.67536 0.77006 -0.09146
C -0.84730 -0.16351 -0.15188
N -1.07055 -1.37285 0.20792
C 0.85596 0.24993 -0.48307
C 1.83534 0.82378 0.33930
N 2.87295 -0.05731 -0.02537
N 1.90419 -0.81384 -0.09900
H -1.75430 1.78079 -0.34584
H -2.58842 0.70330 0.31546
H -0.31240 -1.99627 0.38725
H -2.00177 -1.68764 0.15553
H 0.83670 0.41948 -1.48005
H 1.94496 1.34408 1.27120
*
```

HOMO in eV: -20.9
Energy above the lowest of the compared OMol25 structures with the same formula, charge and spin in eV: 5.369
SMILES: NC(=[NH2+])[C@H]1[C@@H]2N=[N+]21
E in eV: -9144.0937
Frontier orbital gap in eV: 9.90

These are the Mulliken partial charges, in e, on atoms 1 to 2: N -0.32; C 0.52

# 8
Formula: C3H6N4O
Source: OMol25
Level of theory: wB97M-V/def2-TZVPD

Geometry as ORCA input:
```
! RIJCOSX wB97M-V def2-TZVPD def2/J DEFGRID3
* xyz 0 1
C -1.04021 -0.18755 -0.10521
C 1.91350 0.84356 -0.29649
C 2.32809 -0.48021 0.26306
H -3.32667 0.62825 1.35200
H -2.79005 -0.96954 -0.69475
H -1.32917 -1.81379 -0.77155
H -0.82282 1.92231 0.48248
H 2.46895 1.38324 -1.22475
H 1.46060 -1.19097 0.98033
N -2.42752 -0.38839 0.20999
N -0.46191 -1.31962 -0.47723
N -0.36342 1.00846 0.36469
N 0.84856 1.42460 -0.34552
O 3.54207 -0.86034 0.26295
*
```

HOMO in eV: -9.1
Energy above the lowest of the compared OMol25 structures with the same formula, charge and spin in eV: 9.432
E in eV: -11207.3446
Frontier orbital gap in eV: 7.33

These are the Mulliken partial charges, in e, on atoms 1 to 2: C 0.45; C 0.12

Question: What is the energy above the lowest of the compared OMol25 structures with the same formula, charge and spin in the third record?
Answer: 3.220 eV

Question: Among the records above, which one has the lowest energy above the lowest of the compared OMol25 structures with the same formula, charge and spin?
Answer: C3H6N2S3